DFT (ωB97M-V/def2-TZVPD) results for a cluster of 5 separate species, C28H68FN8O8 in total at a distorted geometry.

Cartesian coordinates (Å):
C 4.6957 0.0788 -6.3785
C 4.5467 -0.1422 -7.8614
F 4.8866 1.0310 -8.5476
N 5.4402 -1.1732 -8.3412
C 5.5351 -1.4102 -9.6379
N 6.3445 -2.3453 -10.2061
C 6.1556 -2.2544 -11.4916
N 5.2568 -1.3044 -11.7982
N 4.8751 -0.7665 -10.6110
H 5.5059 0.7979 -6.2419
H 4.9548 -0.8283 -5.8348
H 3.7962 0.5310 -5.9647
H 3.5155 -0.3625 -8.1500
H 5.9960 -1.6842 -7.6469
H 6.6480 -2.8433 -12.2490
H 4.9405 -1.0032 -12.7061
H 4.2188 -0.0015 -10.5602
C 7.9524 -5.8163 -2.2819
O 8.9213 -5.6245 -3.2965
C 9.0055 -6.6915 -4.2335
C 8.5605 -6.2298 -5.6045
N 7.1282 -5.9534 -5.6248
C 6.6552 -5.3052 -6.8396
C 7.1775 -3.9072 -7.1450
O 6.7382 -2.9091 -6.2164
C 7.5497 -2.7900 -5.0512
H 8.0612 -5.0008 -1.5693
H 6.9319 -5.8004 -2.6811
H 8.1123 -6.7613 -1.7561
H 8.4188 -7.5522 -3.9015
H 10.0528 -6.9995 -4.2905
H 8.7825 -7.0112 -6.3366
H 9.1598 -5.3454 -5.8619
H 6.8959 -5.3711 -4.8302
H 5.5647 -5.2480 -6.7740
H 6.8867 -5.9506 -7.6926
H 6.7760 -3.6020 -8.1051
H 8.2680 -3.8798 -7.2379
H 8.5986 -2.9924 -5.2727
H 7.2072 -3.4599 -4.2612
H 7.4591 -1.7667 -4.6870
C -0.8479 1.4780 -0.5685
O -1.1456 0.3347 -1.3560
C -2.2437 0.5081 -2.2409
C -1.7772 0.4721 -3.6807
N -0.9777 1.6489 -4.0007
C -0.3122 1.5964 -5.2945
C 0.7533 0.5235 -5.5009
O 1.9159 0.6998 -4.7073
C 1.8517 0.1384 -3.4031
H -0.0825 1.1916 0.1500
H -0.4637 2.3023 -1.1808
H -1.7246 1.8175 -0.0142
H -2.7768 1.4386 -2.0271
H -2.9362 -0.3222 -2.0758
H -2.6484 0.4445 -4.3416
H -1.2181 -0.4638 -3.8196
H -0.2812 1.7787 -3.2784
H 0.1611 2.5683 -5.4572
H -1.0733 1.4815 -6.0730
H 1.0878 0.5964 -6.5421
H 0.3562 -0.4897 -5.3699
H 1.2287 -0.7581 -3.3790
H 1.4796 0.8591 -2.6728
H 2.8674 -0.1328 -3.1123
C -6.3911 3.8111 3.9110
O -5.5070 3.4230 4.9435
C -5.7163 2.1000 5.4247
C -4.5447 1.2085 5.0754
N -4.4820 0.9578 3.6405
C -3.2691 0.2775 3.1995
C -1.9393 1.0050 3.3728
O -1.8022 2.1583 2.5609
C -2.3230 3.3569 3.1120
H -6.2126 4.8659 3.7083
H -6.2203 3.2435 2.9894
H -7.4348 3.6865 4.2152
H -6.6533 1.6858 5.0410
H -5.7943 2.1604 6.5144
H -4.6546 0.2537 5.5982
H -3.6368 1.6980 5.4528
H -4.5569 1.8402 3.1511
H -3.3892 0.0576 2.1351
H -3.2059 -0.6861 3.7150
H -1.1503 0.3190 3.0515
H -1.7312 1.2517 4.4202
H -2.2475 3.3691 4.2017
H -3.3641 3.5176 2.8197
H -1.7353 4.1842 2.7130
C -7.0510 0.9587 13.1341
O -7.8365 1.0576 11.9621
C -8.7681 2.1332 11.9729
C -8.4014 3.1744 10.9372
N -7.1799 3.8774 11.3072
C -6.6494 4.7563 10.2695
C -6.1684 4.1166 8.9712
O -5.0187 3.3027 9.1194
C -5.2628 1.9570 9.4829
H -6.4662 0.0436 13.0582
H -6.3644 1.8055 13.2399
H -7.6794 0.8977 14.0276
H -8.8349 2.5819 12.9680
H -9.7493 1.7193 11.7234
H -9.2167 3.8994 10.8578
H -8.3122 2.6603 9.9701
H -6.4713 3.1978 11.5516
H -5.8051 5.2973 10.7038
H -7.4116 5.5033 10.0262
H -5.8741 4.9252 8.2970
H -6.9651 3.5612 8.4609
H -6.2136 1.5923 9.0837
H -5.2508 1.8200 10.5675
H -4.4558 1.3534 9.0648

total charge: +1
spin multiplicity: 1
E: -2247.0574 Ha
F_max: 1.1 eV Å⁻¹

Mulliken atomic charge list, values in e, 6 entries: -0.9482 0.2438 -0.3596 0.2249 0.4011 -0.3871